Below is a molecular structure, C6H14F4N2O2Pt in a non-equilibrium geometry, with properties calculated with ωB97M-V/def2-TZVPD.

Cartesian coordinates (Å):
H: 1.26233 0.97043 -0.27990
H: -2.46998 -0.62802 -0.70358
C: -1.82476 -0.03287 2.61640
H: 0.25373 1.96237 -1.16854
N: 1.88524 1.01785 -2.17014
F: 3.30784 -2.88552 1.60265
Pt: 1.45272 -1.69296 0.90905
H: -4.13010 -1.14499 2.00718
O: 2.00662 -1.03819 -1.17339
C: 1.31290 1.72810 -1.06187
C: 2.17760 -0.32350 -2.15906
H: -4.58491 -0.58244 0.53918
H: 2.37999 2.85987 -3.02285
F: 2.12713 0.11190 1.93529
C: 2.17224 1.82233 -3.28450
H: 2.88854 1.39965 -3.98901
H: -1.92081 1.03101 2.83333
O: -0.59476 -0.94703 0.19313
H: 2.86326 -0.54590 -2.99129
H: -2.13874 -0.50354 3.54805
C: -3.90884 -0.30551 1.34808
H: -0.75308 -0.22294 2.55754
C: -1.77441 -0.63084 0.14986
H: 1.22675 1.96132 -3.80874
F: 1.00405 -3.86849 0.38797
H: 1.96014 2.57970 -0.85222
H: -4.38384 0.55637 1.81673
F: 0.61424 -2.44044 2.92240
N: -2.41110 -0.20773 1.29823

Properties
Frontier orbital gap (alpha / beta), eV: 7.4 / 7.2
Relative energy (zero: lowest compared OMol25 entry of this formula, charge and spin), kJ/mol: 148.1
Molar mass, u: 417.3
E_HOMO (alpha / beta), eV: -4.962 / -5.357
Multiplicity: 4
Total charge: -1


Below is 2 unconnected molecules or ions with the total composition O5S2 in a non-equilibrium geometry, with properties calculated with ωB97M-V/def2-TZVPD.

Cartesian coordinates (Å):
O: 2.72016 -0.75609 0.99445
S: -1.57560 0.07166 0.10647
O: -1.65924 0.52396 -1.31718
O: 2.87929 0.86991 -0.83396
S: 2.01354 -0.07499 -0.16321
O: -1.93304 -1.46490 0.18631
O: -2.44510 0.83045 1.02712

Properties
Frontier orbital gap (alpha / beta), eV: 7.4 / 4.6
Relative energy (zero: lowest compared OMol25 entry of this formula, charge and spin), kJ/mol: 86.5
Molar mass, u: 144.1
E_HOMO (alpha / beta), eV: -0.723 / 1.604
Total charge: -2


Below is a molecular structure, C27H26F6HgNO2Te, with properties calculated with ωB97M-V/def2-TZVPD.

Cartesian coordinates (Å):
C: -1.81266 -2.34932 -1.67524
C: 1.46141 -0.52783 -5.45990
F: 3.56741 -1.64966 -3.66212
C: -1.85705 0.35952 4.44065
C: 0.25994 0.82567 3.26533
C: -3.86957 -0.11563 5.86584
F: 1.48014 0.80277 -5.28536
C: 2.22980 4.35185 1.06092
F: 2.63611 -0.85002 -6.07144
H: 2.30422 -3.04749 1.73140
F: 2.17738 -1.70012 -2.01336
H: 1.22546 -0.84073 1.55958
H: -2.30342 -3.30328 -1.87198
Te: -1.15465 0.41171 0.04989
H: -4.92728 -0.34844 5.75126
H: 1.45082 -4.92923 0.35602
H: -1.28204 0.50614 5.34924
F: 0.49306 -0.78196 -6.36430
H: 0.64965 1.13209 2.30305
C: 0.97615 -3.95746 0.30548
H: -4.15407 0.67287 0.21884
C: 2.40599 -1.10771 -3.19781
C: 1.74692 3.41481 0.15282
C: -0.72574 -2.52125 -0.65754
N: 0.43496 1.47296 -0.13897
H: 2.02363 2.48303 -1.74924
C: 1.19494 -1.31456 -4.14814
H: -3.78654 0.79873 6.45508
C: 0.49942 2.63173 0.50722
C: -0.09310 -3.76012 -0.54729
C: 3.52185 3.98090 -1.36466
F: 2.67133 0.18470 -2.94412
C: -3.30103 0.00507 2.10235
C: 2.39678 3.22845 -1.06100
H: 0.43396 1.65417 3.95252
H: -4.96362 -0.37267 3.39069
Hg: -1.55942 1.14833 -3.55504
H: -5.19322 -0.37247 1.18750
C: 3.36344 5.09183 0.76128
C: 1.45276 -2.90881 1.07813
C: 0.83771 -1.67249 0.99310
H: -3.40835 -0.91839 6.44342
O: -0.32060 3.10143 1.31139
C: 4.00858 4.90914 -0.45467
H: 3.74347 5.81557 1.47281
H: 0.81974 -0.03554 3.63406
C: -0.24653 -1.49003 0.14646
H: 0.99790 -3.36951 -3.57472
C: -3.20112 0.04001 4.52913
C: -3.90740 -0.13091 3.34830
H: 1.69456 4.48891 1.99072
C: 1.14212 -2.81564 -4.50228
H: -0.44427 -4.57630 -1.16727
H: -1.35708 -1.96074 -2.59632
H: -2.57727 -1.63390 -1.36935
O: 0.06582 -0.87475 -3.57884
C: -1.93658 0.31674 2.04505
H: 4.89317 5.48858 -0.69175
H: 0.27229 -2.97332 -5.13652
H: 4.02656 3.82787 -2.30998
H: -3.84597 -1.05824 0.29344
C: -4.16240 -0.19389 0.88192
C: -1.20527 0.50156 3.21965
H: 2.03684 -3.18473 -5.00535

Properties
Frontier orbital gap, eV: 6.9
Relative energy (zero: lowest compared OMol25 entry of this formula, charge and spin), kJ/mol: 16.7
Molar mass, u: 838.7
E_HOMO, eV: -4.615
Total charge: -1